one:
A single C5H9N3 molecule, computed with ωB97M-V/def2-TZVPD.

Last column: Löwdin charge in e.
Atoms and positions in Å:
C 0.83426 -0.18487 0.04420  -0.511
C -0.04160 -1.30179 0.64509  -0.070
C -1.41735 -1.01729 0.07926  -0.159
C 0.25200 1.04286 -0.22388  -0.294
C 1.13728 0.95024 1.05283  -0.029
H 2.21563 0.06082 -1.55888  0.114
H 2.57304 -1.03691 -0.60463  -0.004
H 0.43179 -2.13427 0.24510  0.085
H 0.07560 -1.19509 1.73603  0.110
H -2.20378 -1.74968 0.14239  0.090
H -1.69016 1.95923 -0.61342  0.161
H 0.81249 1.87475 -0.82677  0.171
H 2.04789 1.80054 0.99252  0.153
H 0.56548 0.58117 2.04752  0.130
N 1.78416 -0.72387 -0.96491  0.097
N -1.94755 0.03534 -0.40322  0.015
N -1.18169 1.10347 -0.22400  -0.058

Output
charge = 0

---

two:
2 unconnected molecules or ions with the total composition C5H9N3, computed with ωB97M-V/def2-TZVPD.

Last column: Löwdin charge in e.
Atoms and positions in Å:
C -0.23905 -1.16809 2.04341  -0.056
C 0.07906 0.12825 2.35700  -0.142
C -0.51862 -1.23204 0.64809  -0.374
C -0.43966 0.06546 0.23556  0.013
C 0.89831 1.72618 -2.08953  -0.277
N -0.00774 0.87748 1.22225  0.003
N -0.80518 -2.37064 -0.09156  0.074
N -0.24461 0.88428 -2.14503  0.019
H -0.24888 -2.01106 2.70649  0.096
H 0.33934 0.56805 3.30032  0.105
H 1.79469 1.27172 -1.64143  0.071
H 1.16659 2.01089 -3.11961  0.081
H 0.64415 2.64139 -1.55141  0.061
H 0.10786 1.87300 1.14810  0.144
H -1.19140 -2.15605 -1.00066  0.080
H -1.35896 -3.05284 0.41200  0.085
H 0.02409 -0.05597 -2.43400  0.017

Output
charge = 0

---

three:
A single C5H9N3 molecule, computed with ωB97M-V/def2-TZVPD.

Last column: Löwdin charge in e.
Atoms and positions in Å:
C 2.83314 -0.30199 0.70325  -0.109
C 0.54722 -0.11590 -0.48196  -0.336
C -0.47449 -0.91116 -0.35998  -0.014
C -1.64932 -0.06924 -0.00243  -0.337
C -1.17300 1.31218 0.02880  -0.144
H 2.74076 0.60910 1.35808  0.097
H 2.61486 -1.21565 1.28491  0.083
H 3.79329 -0.28442 0.38336  0.028
H 2.05275 -1.06824 -1.05017  0.109
H -0.43594 -2.03310 -0.44352  0.130
H -2.65510 -1.42413 0.93529  0.058
H -3.48686 -0.11524 0.47506  0.095
H -1.57854 2.17027 0.83347  0.157
H 0.67073 2.08330 -0.57002  0.194
N 1.99859 -0.19962 -0.49691  -0.065
N -2.75107 -0.76444 0.25332  0.080
N 0.15002 1.22045 -0.11820  -0.027

Output
charge = 0

---

four:
A single C5H9N3 molecule, computed with ωB97M-V/def2-TZVPD.

Last column: Löwdin charge in e.
Atoms and positions in Å:
C 1.12921 -0.87902 0.35415  -0.315
C -1.68259 0.09049 -0.19422  -0.104
C -0.24019 0.76285 -0.46189  -0.242
C 0.74999 1.77776 -0.04440  -0.088
C 0.67254 0.41528 0.69156  -0.229
H 2.91772 -0.52563 0.05347  0.059
H -0.12887 -2.44464 0.43316  0.130
H -2.09682 -1.85622 0.06313  0.146
H -2.32773 0.78038 0.41502  0.121
H -2.20846 0.01201 -1.04340  0.042
H 0.31413 0.43162 -1.46350  0.178
H 0.51012 2.61077 0.73997  0.121
H 1.26706 2.32783 -0.87583  0.113
H 0.10921 0.76322 1.58956  0.151
N 2.26471 -1.29919 -0.30744  0.107
N -0.02644 -1.68623 -0.30647  -0.038
N -1.22359 -1.28127 0.35712  -0.154

Output
charge = 0

---

Relative energies, in kcal/mol, with the most stable structure set to zero: one 36.8; two 48.7; three 0.0; four 99.3.